Below is a structure of composition C27H35NO7 in a non-equilibrium geometry, with properties calculated with ωB97M-V/def2-TZVPD.

The LUMO energy is -0.06 eV. Its total energy is -1630.24297 a.u. The HOMO-LUMO gap comes out at 0.26961 hartree. The HOMO energy comes out at -7.40 eV.

Each line ends with the Löwdin charge.
Cartesian coordinates (Å):
O  -0.25398  -4.83678  -0.88386  -0.07
O  4.41230  -0.38177  2.35730  -0.10
O  -1.95282  -2.02258  -4.37799  -0.08
O  -0.33445  -0.18574  2.96471  0.05
O  -1.13609  -4.29771  -3.46260  0.06
O  -1.29519  -0.18798  4.90645  0.08
O  1.34674  -0.09990  -1.27605  -0.02
N  -1.75741  3.63150  0.46988  -0.23
C  -0.83245  -3.63103  -1.03917  -0.04
C  -1.23915  1.24957  -0.31826  -0.09
C  -1.29003  -3.44268  -2.63189  -0.21
C  -1.55053  -5.66377  -3.30365  0.03
C  2.87906  -0.16018  0.49955  -0.02
C  1.21378  -0.25507  4.85074  0.01
C  -0.20951  -0.34469  4.35265  -0.40
C  -2.37542  4.39956  1.31027  -0.30
C  -0.87157  -0.02436  0.06588  -0.20
C  -0.78065  4.29094  -0.25628  -0.27
C  -1.63404  4.63292  2.72170  -0.05
C  -1.40787  -2.10538  -2.82441  -0.05
C  -1.28649  5.45554  -1.13691  -0.05
C  1.97535  -0.24101  2.79969  -0.10
C  1.76367  -0.26798  -0.10951  -0.33
C  -1.33181  2.36289  0.95816  -0.03
C  5.44616  -0.18825  1.49032  -0.14
C  -0.11898  -5.23208  0.25121  -0.24
C  -2.27257  -0.82753  -4.66492  -0.31
C  0.57430  -0.25652  0.83790  0.03
C  0.87775  -0.17544  2.09307  -0.17
C  -0.69981  -2.45800  -0.34637  -0.06
C  -1.17750  -1.34556  -0.65344  -0.15
C  2.52281  -0.16634  -2.33423  0.12
C  2.31834  -0.38893  4.14361  0.00
C  -1.34351  -1.04523  -2.07327  0.03
C  3.04180  -0.19866  1.74303  -0.09
H  0.96595  -4.67820  0.69921  0.17
H  -0.67638  5.98643  -1.61963  -0.03
H  -0.46692  -2.59135  0.59265  0.09
H  0.03844  4.60874  0.49432  0.14
H  -0.78955  5.38881  2.35341  0.09
H  3.34815  -0.32877  4.42786  0.13
H  -1.86498  -0.21202  -2.38847  0.10
H  5.48514  -1.11814  1.01716  0.08
H  0.01026  2.39348  1.19327  0.20
H  -2.44303  -0.77443  -5.75688  0.09
H  -2.07684  1.28840  -0.58177  0.02
H  -1.78504  6.31922  -0.48254  0.11
H  -1.50985  -0.37727  0.93448  0.17
H  -2.25105  5.09490  -1.68927  0.12
H  2.92391  -1.20029  -1.95027  0.14
H  -1.28605  -0.05489  -4.68414  0.14
H  5.73200  0.50274  1.04517  -0.03
H  3.18399  0.51334  -2.19573  0.01
H  -2.41580  -5.73603  -2.79097  0.08
H  -1.00952  -4.91691  0.96997  0.15
H  -3.15143  4.93416  1.26081  0.03
H  -2.99420  -0.19026  -4.30889  0.05
H  1.25898  -0.53606  6.07880  0.18
H  -1.65029  1.95022  1.70095  0.01
H  4.09672  -0.20977  -0.25722  0.23
H  -0.01752  -6.25040  0.29808  0.06
H  -3.26844  3.72275  1.92827  0.18
H  -0.29131  3.71701  -0.98797  0.09
H  1.86090  -0.28932  -3.12886  0.08
H  -2.23416  5.07720  3.32824  -0.02
H  -0.97487  -6.24399  -2.82882  0.02
H  6.31383  -0.37007  2.27119  0.16
H  -1.04410  3.67295  3.10935  0.11
H  -1.81414  -6.12108  -4.25798  0.12
H  -0.42301  1.43717  -0.91712  0.10